Arrangement w

# C3H6O3

C3H6O3 as an isolated structure (ωB97M-V/def2-TZVPD, OMol25).

Total charge: 0
Kohn-Sham gap in eV: 10.551
M in g mol⁻¹: 90.1

Geometry as XYZ:
```
12
C3H6O3 (ωB97M-V/def2-TZVPD)
C 1.26 0.18 0.60
C -0.61 -1.13 -0.55
C -0.20 0.13 0.26
O 2.15 -0.38 0.03
O -0.91 0.61 1.28
O -0.14 1.35 -1.07
H 1.63 0.94 1.38
H 0.29 -1.60 -0.97
H -0.89 -1.83 0.11
H -1.50 -0.84 -1.13
H -1.77 0.80 0.84
H 0.69 1.76 -0.75
```

Atomic partial charges in e from the natural (NBO) method, atoms 1 to 5: 0.35 -0.66 0.45 -0.49 -0.65

=====

Arrangement x

# C3H6O3

One molecule with the formula C3H6O3 (ωB97M-V/def2-TZVPD, OMol25).

Total charge: 0
Kohn-Sham gap (alpha / beta) in eV: 8.130 / 7.797
M in g mol⁻¹: 90.1

Geometry as XYZ:
```
12
C3H6O3 (ωB97M-V/def2-TZVPD)
O -1.37 1.13 1.11
C -1.08 0.65 -0.15
C 0.81 -1.45 0.70
O 1.22 -1.12 -0.51
C 0.97 -0.01 -1.11
O 0.31 0.96 -0.46
H -1.12 2.06 1.12
H -1.66 1.14 -0.93
H -1.27 -0.43 -0.12
H 1.19 -2.41 1.03
H 0.52 -0.66 1.38
H 1.47 0.15 -2.06
```

Atomic partial charges in e from the natural (NBO) method, atoms 1 to 5: -0.70 0.21 -0.26 -0.36 0.34

=====

Arrangement y

# C3H6O3

A 2-piece molecular cluster, C3H6O3 overall (ωB97M-V/def2-TZVPD, OMol25).

Total charge: 0
Kohn-Sham gap in eV: 8.826
M in g mol⁻¹: 90.1

Geometry as XYZ:
```
12
C3H6O3 (ωB97M-V/def2-TZVPD)
C 2.69 0.77 -0.50
C -2.70 -0.48 -0.24
C 1.54 -0.10 0.07
O 3.63 1.19 0.16
O 0.50 0.68 0.41
O 1.68 -1.27 -0.01
H -2.11 0.36 0.01
H -2.15 -0.99 -1.01
H -2.91 -1.24 0.49
H -3.49 -0.13 -0.84
H -0.41 0.25 0.40
H 3.73 0.96 1.09
```

Atomic partial charges in e from the natural (NBO) method, atoms 1 to 5: 0.23 -0.86 0.65 -0.59 -0.70

=====

Arrangement z

# C3H6O3

One molecule with the formula C3H6O3 (ωB97M-V/def2-TZVPD, OMol25).

Total charge: 0
Kohn-Sham gap in eV: 9.704
M in g mol⁻¹: 90.1

Geometry as XYZ:
```
12
C3H6O3 (ωB97M-V/def2-TZVPD)
C 2.25 -0.34 -0.08
O 1.30 -0.97 0.79
C 0.02 -0.71 0.84
O -0.37 0.21 -0.04
C -1.84 0.15 0.08
O -2.41 0.82 -0.98
H 1.95 -0.41 -1.13
H 2.37 0.71 0.21
H 3.17 -0.89 0.10
H -2.17 -0.89 0.03
H -2.08 0.57 1.07
H -2.19 1.75 -0.89
```

Atomic partial charges in e from the natural (NBO) method, atoms 1 to 5: -0.29 -0.50 0.42 -0.56 0.22

=====

Relative calculated energies, zero for the most stable structure, unit kcal/mol: arrangement w 0.0; arrangement x 43.3; arrangement y 27.8; arrangement z 9.3.

=====

Arrangement w

# C3H6O3

A 2-piece molecular cluster, C3H6O3 overall (ωB97M-V/def2-TZVPD, OMol25).

SMILES: C=CO.O=CO
Total charge: 0
Kohn-Sham gap in eV: 9.762
M in g mol⁻¹: 90.1

Geometry as XYZ:
```
12
C3H6O3 (ωB97M-V/def2-TZVPD)
C 1.72 0.90 -0.49
C 1.61 -0.42 -0.55
O 0.78 -1.21 0.20
H 2.73 1.24 -0.61
H 0.96 1.55 -0.07
H 2.17 -0.98 -1.30
H 1.12 -2.11 0.18
O -2.89 -0.87 0.17
C -2.60 0.17 0.68
O -1.39 0.74 0.60
H -3.30 0.78 1.26
H -0.92 0.22 -0.07
```

Atomic partial charges in e from the natural (NBO) method, atoms 1 to 5: -0.54 0.15 -0.70 0.22 0.21

=====

Arrangement x

# C3H6O3

A 2-piece molecular cluster, C3H6O3 overall (ωB97M-V/def2-TZVPD, OMol25).

SMILES: C=C=O.OCO
Total charge: 0
Kohn-Sham gap in eV: 10.197
M in g mol⁻¹: 90.1

Geometry as XYZ:
```
12
C3H6O3 (ωB97M-V/def2-TZVPD)
C -2.47 -0.89 0.34
C -2.11 0.30 0.00
O -1.87 1.37 -0.47
H -3.18 -1.48 -0.36
H -2.06 -1.37 1.12
O 2.11 -0.49 -0.63
C 1.54 0.73 -0.24
O 1.48 0.58 1.14
H 1.41 -0.99 -1.15
H 0.68 0.86 -0.80
H 2.33 1.46 -0.41
H 2.14 -0.07 1.44
```

Atomic partial charges in e from the natural (NBO) method, atoms 1 to 5: -0.76 0.71 -0.47 0.28 0.25

=====

Relative calculated energies, zero for the most stable structure, unit kcal/mol: arrangement w 0.0; arrangement x 20.0.

=====

Arrangement w

# C3H6O3

One molecule with the formula C3H6O3 (ωB97M-V/def2-TZVPD, OMol25).

SMILES: COC(=O)CO
Total charge: 0
Kohn-Sham gap in eV: 11.393
M in g mol⁻¹: 90.1

Geometry as XYZ:
```
12
C3H6O3 (ωB97M-V/def2-TZVPD)
C -0.57 0.16 -2.00
O -0.59 0.53 -0.62
C 0.19 -0.18 0.20
O 0.89 -1.11 -0.13
C 0.12 0.32 1.62
O 0.79 -0.54 2.49
H 0.30 0.61 -2.49
H -0.51 -0.93 -2.11
H -1.49 0.54 -2.43
H 0.55 1.33 1.64
H -0.94 0.42 1.91
H 1.27 -1.17 1.92
```

Atomic partial charges in e from the natural (NBO) method, atoms 1 to 5: -0.27 -0.50 0.77 -0.61 -0.16

=====

Arrangement x

# C3H6O3

A 2-piece molecular cluster, C3H6O3 overall (ωB97M-V/def2-TZVPD, OMol25).

SMILES: C1CO1.O=CO
Total charge: 0
Kohn-Sham gap in eV: 11.307
M in g mol⁻¹: 90.1

Geometry as XYZ:
```
12
C3H6O3 (ωB97M-V/def2-TZVPD)
C -1.51 -0.38 0.52
C -0.27 -0.89 1.04
O -0.60 0.62 0.92
H -1.65 -0.46 -0.55
H -2.39 -0.45 1.13
H 0.40 -1.43 0.38
H -0.13 -1.11 2.09
O 1.47 -0.45 -0.92
C 1.52 0.68 -1.35
O 0.73 1.64 -0.96
H 2.26 0.97 -2.11
H 0.16 1.27 -0.19
```

Atomic partial charges in e from the natural (NBO) method, atoms 1 to 5: -0.11 -0.11 -0.53 0.19 0.19

=====

Arrangement y

# C3H6O3

A 2-piece molecular cluster, C3H6O3 overall (ωB97M-V/def2-TZVPD, OMol25).

Total charge: 0
Kohn-Sham gap (alpha / beta) in eV: 7.821 / 7.820
M in g mol⁻¹: 90.1

Geometry as XYZ:
```
12
C3H6O3 (ωB97M-V/def2-TZVPD)
O -1.16 1.20 0.77
C -1.14 -0.14 0.42
C 0.20 -0.78 0.52
O 0.64 -0.44 -1.79
C 1.18 0.37 -1.00
O 1.07 1.59 -0.81
H -0.57 1.67 0.14
H -1.62 -0.37 -0.54
H -1.69 -0.70 1.20
H 0.33 -1.80 0.18
H 0.81 -0.44 1.34
H 1.92 -0.15 -0.28
```

Atomic partial charges in e from the natural (NBO) method, atoms 1 to 5: -0.71 -0.16 0.02 -0.62 0.58

=====

Arrangement z

# C3H6O3

One molecule with the formula C3H6O3 (ωB97M-V/def2-TZVPD, OMol25).

Total charge: 0
Kohn-Sham gap in eV: 10.765
M in g mol⁻¹: 90.1

Geometry as XYZ:
```
12
C3H6O3 (ωB97M-V/def2-TZVPD)
O -0.98 0.85 0.58
C -1.07 -0.55 0.13
C 0.45 -0.76 0.07
O 0.99 -0.98 -1.19
C 0.62 0.73 0.49
O 0.76 1.56 -0.53
H -0.57 1.49 -0.32
H -1.59 -0.62 -0.83
H -1.60 -1.12 0.90
H 0.82 -1.50 0.78
H 1.10 -0.09 -1.56
H 1.07 0.99 1.46
```

Atomic partial charges in e from the natural (NBO) method, atoms 1 to 5: -0.57 -0.10 0.01 -0.70 0.39

=====

Relative calculated energies, zero for the most stable structure, unit kcal/mol: arrangement w 0.0; arrangement x 35.4; arrangement y 89.1; arrangement z 64.3.

=====

Arrangement w

# H4O14S3Zn

H4O14S3Zn as an isolated structure (ωB97M-V/def2-TZVPD, OMol25).

Multiplicity: 2
Total charge: -3
Kohn-Sham gap (alpha / beta) in eV: 6.101 / 4.178
M in g mol⁻¹: 389.6

Geometry as XYZ:
```
22
H4O14S3Zn (ωB97M-V/def2-TZVPD)
Zn 0.09 -0.62 0.20
S 0.09 -2.79 1.53
O -0.88 -2.29 0.55
O -0.45 -3.10 2.85
O 0.78 -3.92 0.90
O 0.98 -1.65 1.64
S 1.28 2.40 0.49
O 2.02 2.60 1.71
O 1.18 0.93 0.31
O -0.04 2.93 0.47
O 1.98 2.89 -0.64
S -1.71 1.04 -2.16
O -0.89 1.10 -3.42
O -1.92 2.33 -1.67
O -2.93 0.32 -2.50
O -0.89 0.20 -1.22
O -1.11 0.28 1.67
H -0.83 1.03 2.21
H -1.94 0.56 1.29
O 1.48 -1.31 -1.14
H 2.16 -1.98 -1.07
H 1.58 -0.96 -2.02
```

Atomic partial charges in e from the natural (NBO) method, atoms 1 to 5: 1.76 2.61 -1.15 -1.07 -1.10

=====

Arrangement x

# H4O14S3Zn

H4O14S3Zn as an isolated structure (ωB97M-V/def2-TZVPD, OMol25).

Multiplicity: 2
Total charge: -3
Kohn-Sham gap (alpha / beta) in eV: 4.162 / 4.009
M in g mol⁻¹: 389.6

Geometry as XYZ:
```
22
H4O14S3Zn (ωB97M-V/def2-TZVPD)
Zn -0.18 -0.58 -0.14
S -1.36 2.45 -0.23
O -2.18 2.29 1.00
O -2.23 2.81 -1.37
O -0.33 3.46 -0.10
O -0.84 1.12 -0.62
S 2.64 1.17 0.73
O 3.80 0.94 -0.12
O 3.09 0.79 2.09
O 2.23 2.58 0.73
O 1.51 0.26 0.47
S -0.49 -2.11 1.88
O -1.60 -3.07 2.13
O -1.06 -0.80 1.59
O 0.40 -1.89 3.00
O 0.14 -2.37 0.60
O -1.84 -1.34 -1.19
H -2.28 -1.06 -2.00
H -2.21 -2.20 -1.00
O 0.73 -0.91 -2.16
H 1.65 -0.67 -2.24
H 0.40 -0.88 -3.06
```

Atomic partial charges in e from the natural (NBO) method, atoms 1 to 5: 1.75 2.61 -1.09 -1.15 -1.06

=====

Relative calculated energies, zero for the most stable structure, unit kcal/mol: arrangement w 0.0; arrangement x 21.7.